(1)
Below is a cluster of 9 separate species, C36H69F2NO13S in total, with properties calculated with the ωB97M-V functional and the def2-TZVPD basis.

Properties
lowest unoccupied orbital energy = -0.025 eV
HOMO = -0.3358 hartree
total energy = -3043.6577 Eh
structure (SMILES) = CC(=O)OC(=O)CN(F)S(=O)(=O)F.C1CCOC1.C1CCOC1.C1CCOC1.C1CCOC1.C1CCOC1.C1CCOC1.C1CCOC1.C1CCOC1
frontier orbital gap = 9.1 eV

Cartesian coordinates (Å):
C: 2.93 0.74 1.53
C: 3.17 1.92 0.63
O: 4.15 1.99 -0.05
O: 2.24 2.95 0.50
C: 1.44 3.26 1.59
O: 1.65 4.27 2.19
C: 0.26 2.38 2.00
N: -0.80 2.51 0.98
F: -0.25 2.18 -0.24
S: -2.11 1.42 1.21
O: -2.32 0.74 -0.01
O: -3.23 2.11 1.71
F: -1.64 0.36 2.25
H: 2.83 1.07 2.56
H: 3.74 0.05 1.43
H: 2.01 0.25 1.25
H: 0.51 1.33 2.12
H: -0.09 2.74 2.95
C: -1.55 -3.12 4.81
C: -0.43 -4.16 4.81
C: 0.58 -3.53 3.86
O: 0.43 -2.11 3.99
C: -0.77 -1.82 4.72
H: -2.20 -3.17 5.68
H: -2.17 -3.25 3.92
H: 0.00 -4.24 5.81
H: -0.74 -5.15 4.49
H: 0.37 -3.80 2.82
H: 1.61 -3.80 4.09
H: -0.48 -1.47 5.72
H: -1.32 -1.03 4.22
C: -1.45 -6.98 0.31
C: -1.02 -8.29 0.98
C: -0.18 -7.78 2.14
O: -0.72 -6.51 2.52
C: -1.65 -6.07 1.51
H: -2.34 -7.08 -0.30
H: -0.64 -6.60 -0.32
H: -1.90 -8.82 1.36
H: -0.47 -8.96 0.32
H: 0.86 -7.63 1.84
H: -0.20 -8.45 3.01
H: -2.66 -6.16 1.92
H: -1.46 -5.02 1.28
C: 2.62 -5.25 -2.71
C: 2.90 -6.75 -2.80
C: 1.56 -7.34 -2.38
O: 0.55 -6.41 -2.79
C: 1.18 -5.18 -3.18
H: 3.29 -4.64 -3.31
H: 2.69 -4.92 -1.67
H: 3.12 -7.03 -3.83
H: 3.72 -7.08 -2.17
H: 1.49 -7.44 -1.29
H: 1.36 -8.31 -2.83
H: 1.12 -5.10 -4.27
H: 0.63 -4.34 -2.74
C: -4.17 0.39 -2.94
C: -4.88 0.54 -4.28
C: -5.19 -0.91 -4.63
O: -5.38 -1.60 -3.39
C: -4.94 -0.77 -2.31
H: -4.19 1.29 -2.33
H: -3.13 0.10 -3.10
H: -5.81 1.10 -4.15
H: -4.29 1.04 -5.04
H: -4.36 -1.38 -5.16
H: -6.09 -1.02 -5.24
H: -5.82 -0.41 -1.77
H: -4.33 -1.36 -1.63
C: 7.11 -2.53 -4.45
C: 7.40 -4.02 -4.55
C: 6.06 -4.62 -4.14
O: 5.05 -3.69 -4.55
C: 5.67 -2.45 -4.93
H: 7.79 -1.91 -5.04
H: 7.18 -2.20 -3.41
H: 7.63 -4.29 -5.58
H: 8.22 -4.35 -3.92
H: 6.00 -4.73 -3.05
H: 5.87 -5.59 -4.60
H: 5.62 -2.36 -6.02
H: 5.12 -1.62 -4.48
C: 0.43 0.96 -3.71
C: 1.75 1.02 -4.46
C: 2.76 0.80 -3.33
O: 2.11 -0.03 -2.37
C: 0.71 -0.12 -2.67
H: -0.43 0.72 -4.34
H: 0.23 1.91 -3.22
H: 1.81 0.21 -5.18
H: 1.91 1.96 -4.99
H: 3.02 1.75 -2.84
H: 3.67 0.32 -3.67
H: 0.51 -1.12 -3.07
H: 0.14 0.01 -1.76
C: 1.06 8.76 2.71
C: 1.17 7.24 2.63
C: -0.25 6.81 2.95
O: -1.11 7.84 2.46
C: -0.33 8.99 2.12
H: 1.84 9.29 2.16
H: 1.08 9.09 3.75
H: 1.45 6.93 1.62
H: 1.90 6.82 3.32
H: -0.41 6.71 4.03
H: -0.52 5.86 2.47
H: -0.29 9.08 1.03
H: -0.81 9.89 2.52
C: -4.50 8.29 4.57
C: -5.90 8.43 3.99
C: -6.01 9.94 3.82
O: -4.69 10.42 3.56
C: -3.74 9.38 3.82
H: -4.06 7.30 4.42
H: -4.51 8.50 5.64
H: -5.95 7.94 3.01
H: -6.68 8.02 4.62
H: -6.38 10.42 4.74
H: -6.67 10.23 3.00
H: -3.36 9.02 2.87
H: -2.91 9.79 4.40

***

(2)
Below is a cluster of 3 separate species, C36H70FN8O4 in total, with properties calculated with the ωB97M-V functional and the def2-TZVPD basis.

Properties
2S+1 = 3
lowest unoccupied orbital energy (spin up / spin down) = -1.941 / -2.879 eV
HOMO (spin up / spin down) = -0.3686 / -0.4033 hartree
total energy = -2252.1946 Eh
<S²> = 2.008
total charge = +1
frontier orbital gap (spin up / spin down) = 8.1 / 8.1 eV

Cartesian coordinates (Å):
C: -3.31 -8.83 0.78
C: -1.98 -9.61 0.78
C: -0.76 -8.76 1.22
C: 0.42 -9.00 0.30
C: 1.71 -8.29 0.76
C: 2.27 -7.37 -0.32
C: 3.20 -6.28 0.21
C: 2.48 -5.31 1.18
C: 2.42 -3.88 0.78
N: 2.91 -2.92 1.54
C: 2.67 -1.75 0.91
N: 2.97 -0.55 1.38
C: 2.67 0.64 0.62
C: 1.48 1.43 1.18
C: 1.56 2.88 0.80
N: 1.32 3.18 -0.58
O: 1.74 3.74 1.64
N: 3.55 -0.55 2.67
C: 4.19 0.72 3.03
C: 2.55 -0.89 3.68
C: 3.09 -1.62 4.86
O: 1.38 -0.63 3.54
N: 2.04 -2.01 -0.26
N: 1.85 -3.36 -0.35
C: 1.12 -3.93 -1.48
C: -0.24 -4.47 -1.07
F: 1.89 -4.83 -2.12
H: -4.13 -9.43 1.15
H: -3.26 -7.92 1.36
H: -3.58 -8.55 -0.24
H: -2.08 -10.47 1.43
H: -1.83 -10.00 -0.22
H: -1.09 -7.72 1.19
H: -0.53 -9.06 2.24
H: 0.58 -10.07 0.20
H: 0.15 -8.64 -0.69
H: 2.44 -9.06 0.99
H: 1.51 -7.77 1.69
H: 1.44 -6.93 -0.86
H: 2.79 -8.00 -1.04
H: 3.66 -5.76 -0.62
H: 3.99 -6.77 0.77
H: 3.03 -5.30 2.11
H: 1.47 -5.63 1.43
H: 2.40 0.38 -0.39
H: 3.55 1.27 0.52
H: 0.60 1.03 0.68
H: 1.38 1.35 2.25
H: 0.58 3.87 -0.63
H: 2.14 3.59 -1.00
H: 4.91 1.02 2.27
H: 3.49 1.53 3.21
H: 4.74 0.56 3.95
H: 2.85 -1.09 5.77
H: 2.57 -2.57 4.90
H: 4.15 -1.83 4.78
H: 1.67 -1.40 -0.97
H: 0.96 -3.09 -2.16
H: -1.00 -4.15 -1.78
H: -0.25 -5.55 -0.97
H: -0.52 -4.05 -0.11
C: -1.85 0.92 -2.67
C: -1.53 -0.32 -1.80
C: -2.75 -1.24 -1.69
C: -3.84 -0.70 -0.77
C: -3.27 -0.40 0.61
C: -2.07 0.55 0.55
N: -1.05 0.07 -0.44
O: -0.33 -0.88 0.07
C: -2.55 1.98 0.23
C: -1.42 0.65 1.93
C: -0.44 -1.06 -2.56
H: -2.60 0.68 -3.42
H: -2.21 1.78 -2.11
H: -0.95 1.26 -3.19
H: -2.44 -2.22 -1.32
H: -3.16 -1.42 -2.69
H: -4.30 0.19 -1.21
H: -4.64 -1.43 -0.68
H: -4.04 0.05 1.25
H: -2.97 -1.34 1.08
H: -1.70 2.60 -0.05
H: -3.02 2.43 1.10
H: -3.29 2.03 -0.57
H: -1.14 -0.33 2.33
H: -2.13 1.09 2.63
H: -0.54 1.28 1.90
H: 0.48 -0.47 -2.60
H: -0.77 -1.24 -3.58
H: -0.20 -2.03 -2.12
C: 1.13 8.77 -1.13
C: -0.12 8.63 -2.04
C: -1.26 9.52 -1.55
C: -1.94 8.99 -0.29
C: -2.43 7.56 -0.51
C: -1.31 6.63 -0.97
N: -0.56 7.20 -2.13
O: -1.24 7.01 -3.22
C: -0.38 6.30 0.22
C: -1.84 5.25 -1.34
C: 0.33 9.12 -3.41
H: 1.17 9.77 -0.70
H: 1.17 8.06 -0.31
H: 2.04 8.62 -1.71
H: -2.01 9.60 -2.34
H: -0.88 10.53 -1.38
H: -1.26 9.05 0.56
H: -2.79 9.63 -0.05
H: -2.86 7.17 0.41
H: -3.22 7.57 -1.26
H: 0.51 5.79 -0.14
H: -0.89 5.62 0.91
H: -0.08 7.15 0.83
H: -2.61 5.27 -2.11
H: -2.27 4.78 -0.46
H: -1.02 4.61 -1.70
H: 1.10 8.47 -3.83
H: 0.75 10.12 -3.30
H: -0.49 9.18 -4.12